1.
125
Properties=species:S:1:pos:R:3:forces:R:3 method="wB97M-V/def2-TZVPD" spin_multiplicity=1 e_homo_ev=-11.8 fmax_ev_per_a=9.72 total_charge=+1
C -3.8939 -6.0759 -0.8688 -1.4 -1.3 0.1
C -2.5708 -5.8725 -1.7388 0.5 -2.3 -0.6
C -1.9155 -4.4757 -2.0782 0.9 0.6 -1.6
C -2.0517 -3.1386 -1.1746 -0.4 -1.2 1.4
C -3.5458 -2.6303 -0.7921 -1.4 0.2 1.2
C -4.7926 -3.0081 -1.7567 -1.6 -1.9 -6.8
O -4.7770 -3.3981 -3.0322 0.1 2.7 9.3
F -6.1718 -2.8487 -1.1567 4.5 -0.3 -1.2
C -1.2013 -3.2412 0.2628 0.9 -0.4 -0.1
C -1.5911 -4.4698 1.2480 1.4 -0.3 1.6
C -0.5125 -5.7363 1.0533 -0.6 0.0 -0.1
C 0.6804 -5.6923 2.2026 -2.6 1.3 1.7
F 1.1995 -4.2943 2.4497 -1.1 -4.5 -1.0
F -0.0416 -6.0258 3.4912 2.4 0.9 -3.6
C 1.8366 -6.8237 2.0501 -0.4 -1.4 5.9
F 1.2390 -8.1749 2.3508 1.8 4.7 -1.5
F 2.8153 -6.5902 3.1782 -3.6 -0.9 -3.6
S 2.8010 -6.8735 0.4695 5.4 -1.4 -2.0
F 2.4233 -5.2804 -0.0094 0.0 -3.1 0.9
F 1.5516 -7.5965 -0.4503 2.3 1.8 2.1
F 3.4028 -8.4392 0.9663 -1.6 3.3 -1.4
F 4.1562 -6.2043 1.3500 -2.7 -1.1 -2.7
F 3.8109 -6.9903 -0.9120 -2.4 0.3 2.9
C -1.1505 -1.8649 1.1233 -0.1 1.4 0.2
C -2.3644 -1.5708 2.1678 -0.4 0.7 0.5
C -2.0068 -0.3370 3.2392 -1.1 -0.4 0.0
C -3.5005 0.2493 3.7068 0.4 -1.6 0.6
Cl -3.9426 1.8068 2.8032 0.4 -1.3 0.7
C -1.0805 -0.5204 0.1302 -0.4 -1.5 0.8
C -0.4926 -1.0747 -1.2793 3.6 3.5 1.5
C -0.0855 0.2774 -2.1738 1.7 0.0 0.8
C 1.2597 0.9372 -1.4286 0.5 0.3 -0.4
C 0.9388 2.3170 -0.6043 -0.7 0.0 0.5
P 2.2172 2.3358 0.8666 5.8 -2.2 -1.0
O 3.6240 1.7164 0.3783 -5.3 2.5 1.7
O 2.5757 3.9355 1.4485 -2.1 -2.4 -1.6
C 1.4106 4.8316 1.3943 -0.5 1.0 1.8
C 0.3255 4.2737 2.5004 -0.1 0.9 0.0
O 1.6152 1.2281 2.0758 1.0 2.1 -1.1
C 2.6032 0.9802 3.1390 1.3 -0.1 2.6
C 1.8776 0.3944 4.5141 -0.8 0.6 -0.1
N -1.2989 -2.0867 -2.0245 1.7 -0.4 -1.1
S -2.2969 -1.2091 -3.1577 -2.5 0.8 -1.5
H -3.7538 -7.0419 -0.1813 -0.3 2.2 -1.5
H -4.8051 -6.3586 -1.5865 2.0 0.8 1.6
H -4.2641 -5.2287 -0.1693 0.8 -1.3 -1.3
H -2.7962 -6.4038 -2.7909 0.6 1.4 2.4
H -1.7306 -6.5890 -1.2774 -1.8 1.8 -0.9
H -2.2410 -4.1621 -3.1856 0.4 -0.5 2.5
H -0.7406 -4.6841 -2.1870 -2.3 0.6 0.4
H -3.8028 -3.0962 0.2782 0.5 1.0 -2.5
H -3.6017 -1.4523 -0.6033 0.2 -2.6 -0.6
H -0.0865 -3.5031 -0.0848 -2.3 0.8 0.7
H -2.7036 -4.8040 1.2754 2.1 0.5 -0.4
H -1.3482 -4.1215 2.3667 -0.7 -0.5 -2.5
H -1.0627 -6.7733 1.1889 1.3 2.1 -0.1
H -0.1038 -5.6867 -0.0426 -0.4 -0.2 2.3
H -0.1322 -1.8540 1.7275 -2.1 -0.3 -1.2
H -2.6979 -2.4695 2.8383 0.7 1.5 -1.4
H -3.3276 -1.1858 1.5839 2.1 -0.9 1.1
H -1.4832 -0.7609 4.2241 -1.0 1.0 -2.4
H -1.3592 0.4897 2.7147 -1.3 -1.6 1.3
H -4.3142 -0.5741 3.4286 1.7 2.0 0.6
H -3.5628 0.4185 4.8725 0.2 0.0 -2.6
H -2.1382 0.0236 0.0500 2.2 -1.3 -0.1
H -0.3868 0.2375 0.7062 -1.0 -1.5 -1.8
H 0.5700 -1.5769 -1.0592 -2.5 1.0 -0.3
H -0.9048 1.1097 -2.1517 1.4 -2.0 -0.3
H 0.3022 0.0027 -3.2582 -1.3 0.6 2.2
H 2.0637 1.1925 -2.2701 -1.7 -0.6 2.0
H 1.7684 0.1980 -0.6717 -1.0 1.3 -1.6
H -0.1527 2.2801 -0.1533 2.1 0.2 -0.9
H 1.0604 3.3058 -1.2491 -0.1 -2.2 1.4
H 1.7912 5.8921 1.7850 -0.6 -2.4 -1.1
H 0.9876 4.9520 0.3099 0.8 -0.3 2.1
H 0.7769 3.4278 3.2051 -0.9 1.8 -1.9
H -0.6160 3.9096 1.8951 1.6 0.6 1.7
H 0.0746 5.1806 3.2322 0.1 -2.1 -1.7
H 3.1212 1.9937 3.4540 -1.0 -2.0 -0.9
H 3.4425 0.2109 2.8672 -1.7 1.6 -0.1
H 2.3597 0.8421 5.4969 -0.8 -0.9 -2.2
H 0.7429 0.7555 4.5099 2.4 -0.9 0.0
H 1.9192 -0.7731 4.6048 -0.1 2.3 -0.4
H -0.5943 -2.5868 -2.6508 -1.0 0.3 1.3
H -1.8393 -1.3301 -4.4801 0.4 -0.5 1.5
C -0.2659 2.1688 -6.1461 0.2 0.1 -0.1
Cl 1.5037 2.0780 -6.1503 -0.3 0.0 0.0
Cl -0.9676 0.6605 -6.7560 0.0 0.1 0.1
Cl -0.8669 2.5206 -4.5169 0.0 0.1 -0.2
H -0.5705 2.9829 -6.8087 0.1 -0.3 0.2
C -2.6568 -9.2774 -4.9897 0.0 -0.3 0.0
Cl -1.2124 -10.2639 -4.7068 -0.2 0.2 -0.1
Cl -3.8252 -9.4938 -3.6753 0.1 0.1 -0.2
Cl -2.2198 -7.5686 -5.1586 0.0 -0.1 -0.1
H -3.1222 -9.6076 -5.9219 0.2 0.2 0.3
C 4.9575 5.5642 -0.6324 0.3 -0.2 0.1
Cl 3.5360 6.2820 -1.4094 0.0 -0.1 0.1
Cl 5.5289 4.1627 -1.5537 -0.1 0.2 0.2
Cl 6.2482 6.7664 -0.4644 -0.2 -0.1 0.0
H 4.6700 5.2258 0.3663 0.0 0.1 -0.3
C 1.4318 9.4903 -1.8382 0.1 0.2 -0.1
Cl 1.8549 11.0650 -1.1448 0.0 -0.3 -0.1
Cl 0.8514 8.3905 -0.5762 0.0 0.1 -0.1
Cl 0.2119 9.6779 -3.1094 0.2 -0.1 0.1
H 2.3309 9.0580 -2.2849 -0.3 0.1 0.2
C 8.9714 6.9927 2.7707 0.1 0.1 0.0
Cl 9.7531 5.7442 3.7556 -0.1 0.1 -0.2
Cl 7.2418 7.0868 3.1435 0.1 0.0 -0.1
Cl 9.7494 8.5640 3.0259 0.0 -0.4 0.1
H 9.0825 6.7204 1.7180 -0.1 0.1 0.4
C -7.5279 2.6492 2.9765 0.0 0.0 0.0
Cl -7.1049 4.2239 3.6700 0.0 -0.2 -0.1
Cl -8.1084 1.5494 4.2386 0.1 0.1 -0.2
Cl -8.7479 2.8368 1.7053 0.2 0.0 0.1
H -6.6289 2.2169 2.5299 -0.3 0.2 0.2
C 9.0721 12.1253 1.3929 0.0 0.1 0.0
Cl 10.8416 12.0345 1.3888 -0.2 0.0 0.0
Cl 8.3703 10.6170 0.7831 -0.1 0.3 -0.2
Cl 8.4711 12.4771 3.0222 0.1 0.0 -0.2
H 8.7675 12.9395 0.7303 0.1 -0.3 0.2
C -5.5088 1.0442 -4.8531 -0.1 0.3 0.0
Cl -6.2849 1.1284 -3.2624 0.1 -0.1 -0.2
Cl -4.4130 2.4172 -5.0842 -0.2 -0.2 0.0
Cl -4.6362 -0.4866 -5.0393 -0.2 0.0 -0.1
H -6.2872 1.0921 -5.6190 0.3 -0.1 0.2



2.
96
Properties=species:S:1:pos:R:3:forces:R:3 method="wB97M-V/def2-TZVPD" spin_multiplicity=1 e_homo_ev=-12.4 de_lowest_kcal_mol=11.7 fmax_ev_per_a=0.92 total_charge=+2
Pb -0.2576 -0.2716 0.3136 -0.3 0.0 0.0
C -3.6621 1.9109 -1.4926 0.0 0.0 0.0
N -2.8272 3.0947 -1.6823 0.3 -0.1 0.0
C -3.5691 4.3489 -1.7535 0.0 0.0 0.0
P -1.2683 3.0814 -1.1729 0.0 0.4 0.1
O -0.6661 1.7296 -1.3089 -0.1 -0.1 -0.1
O -1.2548 3.6171 0.3473 0.1 -0.1 0.0
P -0.7264 3.0962 1.7951 -0.3 0.3 0.0
O -0.3301 1.6657 1.7798 0.1 -0.1 -0.1
N 0.5601 4.0327 2.2018 -0.2 -0.2 -0.1
C 1.8770 3.6966 1.6692 0.0 0.0 0.0
C 0.3948 5.4491 2.5098 0.0 0.0 0.0
N -2.0404 3.3897 2.7215 0.4 0.2 0.0
C -2.9338 4.5329 2.5543 -0.1 -0.1 0.0
C -1.9983 2.8564 4.0868 0.0 -0.1 0.1
N -0.3975 4.2455 -1.9488 -0.4 -0.1 0.1
C -0.2734 4.0599 -3.3943 0.1 0.0 0.0
C -0.2779 5.6333 -1.5147 0.1 0.0 0.0
H -4.3686 1.8373 -2.3199 0.0 0.0 0.0
H -4.2267 1.9612 -0.5557 0.0 0.0 0.0
H -3.0347 1.0219 -1.4862 0.0 0.0 0.0
H -4.3012 4.2840 -2.5585 0.0 0.0 0.0
H -2.8956 5.1767 -1.9696 0.0 0.0 0.0
H -4.0989 4.5615 -0.8198 0.0 0.0 0.0
H 1.9477 2.6206 1.5253 0.0 0.0 0.0
H 2.6375 4.0084 2.3855 0.0 0.0 0.0
H 2.0700 4.2038 0.7163 0.0 0.0 0.0
H -0.5939 5.6379 2.9211 0.0 0.0 0.0
H 0.5379 6.0791 1.6256 0.0 0.0 0.0
H 1.1392 5.7395 3.2514 0.0 0.0 0.0
H -2.8534 4.9365 1.5485 0.0 0.0 0.0
H -2.7158 5.3272 3.2737 0.0 0.0 0.0
H -3.9606 4.2048 2.7229 0.0 0.0 0.0
H -1.3420 1.9890 4.1229 0.0 0.0 0.0
H -2.9999 2.5402 4.3790 0.0 0.0 0.0
H -1.6471 3.6050 4.8025 0.0 0.0 0.0
H -0.3738 3.0013 -3.6315 0.0 0.0 -0.1
H 0.7074 4.4081 -3.7249 0.0 0.0 0.0
H -1.0390 4.6125 -3.9465 0.0 0.0 0.0
H -0.4508 5.7070 -0.4451 0.0 0.0 0.0
H -0.9833 6.2893 -2.0337 0.0 0.0 0.0
H 0.7307 5.9886 -1.7336 0.0 0.0 0.0
C 1.8436 0.7257 -3.2416 0.0 -0.1 0.1
C 2.7455 -0.2713 -3.0237 0.0 0.0 -0.1
C 3.2067 -1.0890 -4.1064 0.0 0.0 -0.1
C 4.0570 -2.1321 -3.8628 0.0 -0.1 -0.2
C 4.4655 -2.4050 -2.5501 -0.2 0.2 0.0
C 4.0536 -1.6074 -1.4731 0.1 0.0 0.2
C 3.2188 -0.5503 -1.7026 -0.1 0.1 0.2
H 1.4705 0.9231 -4.2404 0.0 0.0 0.0
H 1.4467 1.3247 -2.4259 0.0 0.0 0.0
H 2.8618 -0.8765 -5.1110 0.0 0.0 0.0
H 4.4115 -2.7506 -4.6758 0.0 0.0 0.0
H 5.1115 -3.2539 -2.3636 0.0 0.0 0.0
H 4.4016 -1.8311 -0.4725 0.0 0.0 0.0
H 2.8888 0.0871 -0.8911 0.0 0.0 0.0
C -0.5280 -4.0160 -2.5125 0.0 0.0 0.0
C -1.9582 -3.6592 -2.0711 0.0 0.1 0.0
C -1.9813 -2.1502 -2.2405 -0.1 -0.1 -0.1
O -0.6669 -1.7291 -1.8318 -0.1 0.0 0.0
C 0.2497 -2.6944 -2.3649 0.0 -0.1 0.0
H -0.5149 -4.3436 -3.5507 0.0 0.0 0.0
H -0.0972 -4.8112 -1.9064 0.0 0.0 0.0
H -2.1322 -3.9149 -1.0268 0.0 0.0 0.0
H -2.7210 -4.1469 -2.6743 0.0 0.0 0.0
H -2.7164 -1.6422 -1.6198 0.1 0.0 0.0
H -2.1328 -1.8710 -3.2890 0.0 0.0 0.0
H 1.1020 -2.7613 -1.6846 0.0 0.0 0.0
H 0.6069 -2.3422 -3.3387 0.0 0.0 0.0
F -2.6560 -2.2096 0.8206 0.0 0.1 -0.1
C -2.4533 -0.8810 1.1496 0.3 0.0 0.2
F -2.3687 -0.8563 2.5402 0.1 0.1 -0.3
H -3.3856 -0.3603 0.9182 0.1 0.1 -0.2
Te 0.3665 -2.2746 2.6195 0.2 -0.9 0.2
C 2.3236 -2.9450 2.0623 -0.1 0.3 0.1
C 3.3979 -2.3094 2.6816 -0.2 0.0 0.0
C 4.7020 -2.6724 2.3749 0.1 0.1 0.0
C 4.9464 -3.6717 1.4438 0.0 0.0 0.0
C 3.8781 -4.2997 0.8175 0.0 0.0 0.0
C 2.5723 -3.9361 1.1196 -0.1 0.0 0.0
C -0.5851 -4.1800 2.6043 0.2 0.3 0.1
C -0.7116 -4.9435 1.4525 0.0 0.1 -0.1
C -1.1758 -6.2466 1.5401 0.0 0.0 -0.1
C -1.5392 -6.7752 2.7705 0.0 0.0 0.0
C -1.4635 -5.9890 3.9103 0.0 0.0 0.0
C -0.9845 -4.6883 3.8340 0.1 0.0 0.0
H 3.2140 -1.5445 3.4270 0.1 0.0 0.0
H 5.5247 -2.1871 2.8840 0.0 0.0 0.0
H 5.9616 -3.9712 1.2185 0.0 0.0 0.0
H 4.0549 -5.0928 0.1013 0.0 0.0 0.0
H 1.7590 -4.4533 0.6329 -0.1 0.0 0.0
H -0.4788 -4.5147 0.4862 0.1 0.0 0.0
H -1.2494 -6.8517 0.6453 0.0 0.0 0.0
H -1.8962 -7.7937 2.8405 0.0 0.0 0.0
H -1.7603 -6.3929 4.8690 0.0 0.0 0.0
H -0.9195 -4.0805 4.7267 0.1 0.0 0.0



3.
88
Properties=species:S:1:pos:R:3:forces:R:3 method="wB97M-V/def2-TZVPD" spin_multiplicity=1 e_homo_ev=0.8 fmax_ev_per_a=0.10 total_charge=-2
Pd 0.9225 0.4380 -1.1686 0.0 0.0 0.0
C 0.1166 2.5046 2.4913 0.0 0.0 0.0
C -0.4607 1.1155 2.8169 0.0 0.0 0.0
N -0.0250 0.0265 1.9975 0.0 0.0 0.0
C 1.3119 -0.4770 2.0147 0.0 0.0 0.0
C 2.5246 0.4241 1.6828 0.0 0.0 0.0
S 2.6188 1.2718 0.0575 0.0 0.0 0.0
C 2.3998 3.0136 0.5404 0.0 0.0 0.0
C 0.9689 3.5627 0.4393 0.0 0.0 0.0
N -0.0817 2.8189 1.0910 0.0 0.0 0.0
H -0.3887 3.2457 3.1280 0.0 0.0 0.0
H 1.1760 2.5287 2.7786 0.0 0.0 0.0
H -0.2482 0.9050 3.8775 0.0 0.0 0.0
H -1.5480 1.1805 2.7131 0.0 0.0 0.0
H -0.5546 -0.1359 1.1385 0.0 0.0 0.0
H 1.5464 -0.8807 3.0175 0.0 0.0 0.0
H 1.3249 -1.3179 1.3189 0.0 0.0 0.0
H 2.6879 1.1881 2.4451 0.0 0.0 0.0
H 3.4007 -0.2301 1.7026 0.0 0.0 0.0
H 2.8220 3.1312 1.5410 0.0 0.0 0.0
H 3.0351 3.5852 -0.1417 0.0 0.0 0.0
H 0.9839 4.5945 0.8216 0.0 0.0 0.0
H 0.7158 3.6156 -0.6207 0.0 0.0 0.0
H -0.2463 1.9581 0.5676 0.0 0.0 0.0
C -2.1957 2.3442 -3.7340 0.0 0.0 0.0
C -1.9355 2.5446 -2.2381 0.0 0.0 0.0
C -1.6402 4.0242 -1.9659 0.0 0.0 0.0
C -3.0702 2.0390 -1.3600 0.0 0.0 0.0
C -4.2461 2.7812 -1.3468 0.0 0.0 0.0
C -5.2688 2.5639 -0.4377 0.0 0.0 0.0
C -5.0736 1.5724 0.5266 0.0 0.0 0.0
C -3.9469 0.7786 0.5389 0.0 0.0 0.0
C -3.8043 -0.3563 1.5331 0.0 0.0 0.0
C -4.2963 -1.6640 0.9081 0.0 0.0 0.0
C -4.5017 -0.1092 2.8693 0.0 0.0 0.0
C -2.9165 0.9225 -0.4655 0.0 0.0 0.0
N -1.9299 0.0092 -0.4248 0.0 0.0 0.0
C -1.2111 -0.3595 -1.5454 0.0 0.0 0.0
C -0.3306 -1.4436 -1.5745 0.0 0.0 0.0
N -0.0755 -2.2359 -0.4830 0.0 0.0 0.0
C 0.8279 -3.2236 -0.4479 0.0 0.0 0.0
C 0.6681 -4.1607 0.6483 0.0 0.0 0.0
C 1.4428 -5.2951 0.7442 0.0 0.0 0.0
C 2.4458 -5.5870 -0.1847 0.0 0.0 0.0
C 2.6929 -4.6438 -1.1691 0.0 0.0 0.0
C 1.9689 -3.4630 -1.2994 0.0 0.0 0.0
C 2.4898 -2.4404 -2.2974 0.1 0.0 0.0
C 2.2437 -2.8532 -3.7507 0.0 0.0 0.0
C 3.9758 -2.1324 -2.0870 0.0 0.0 0.0
C -0.4454 -3.8897 1.6392 0.0 0.0 0.0
C -0.1782 -4.4314 3.0421 0.0 0.0 0.0
C -1.7721 -4.4330 1.1030 0.0 0.0 0.0
H -1.3516 2.7028 -4.3317 0.0 0.0 0.0
H -3.0898 2.8973 -4.0411 0.0 0.0 0.0
H -2.3590 1.2925 -3.9722 0.0 0.0 0.0
H -1.0301 1.9920 -1.9733 0.0 0.0 0.0
H -2.4546 4.6684 -2.3107 0.0 0.0 0.0
H -0.7288 4.3330 -2.4901 0.0 0.0 0.0
H -1.5049 4.1916 -0.8963 0.0 0.0 0.0
H -4.3471 3.5980 -2.0581 0.0 0.0 0.0
H -6.1680 3.1697 -0.4473 0.0 0.0 0.0
H -5.8419 1.4120 1.2774 0.0 0.0 0.0
H -2.7360 -0.4860 1.7185 0.0 0.0 0.0
H -5.3576 -1.5815 0.6485 0.0 0.0 0.0
H -4.1727 -2.5033 1.5988 0.0 0.0 0.0
H -3.7207 -1.8741 0.0065 0.0 0.0 0.0
H -5.5918 -0.1099 2.7690 0.0 0.0 0.0
H -4.2069 0.8499 3.3029 0.0 0.0 0.0
H -4.2398 -0.9014 3.5766 0.0 0.0 0.0
H -1.5236 -0.0095 -2.5303 0.0 0.0 0.0
H -0.0548 -1.7767 -2.5777 0.0 0.0 0.0
H 1.2669 -5.9870 1.5629 0.0 0.0 0.0
H 3.0404 -6.4904 -0.1081 0.0 0.0 0.0
H 3.5189 -4.8150 -1.8562 0.0 0.0 0.0
H 1.9831 -1.4901 -2.1171 -0.1 -0.1 0.0
H 2.7731 -3.7849 -3.9787 0.0 0.0 0.0
H 2.5937 -2.0830 -4.4458 0.0 0.0 0.0
H 1.1820 -3.0241 -3.9356 0.0 0.0 0.0
H 4.6162 -2.9906 -2.3125 0.0 0.0 0.0
H 4.1590 -1.8370 -1.0520 0.0 0.0 0.0
H 4.2821 -1.3028 -2.7326 0.0 0.0 0.0
H -0.5510 -2.8032 1.6990 0.0 0.0 0.0
H -0.1927 -5.5259 3.0724 0.0 0.0 0.0
H -0.9513 -4.0766 3.7300 0.0 0.0 0.0
H 0.7927 -4.0978 3.4165 0.0 0.0 0.0
H -1.7106 -5.5195 0.9729 0.0 0.0 0.0
H -1.9933 -3.9709 0.1409 0.0 0.0 0.0
H -2.5962 -4.2138 1.7888 0.0 0.0 0.0